{"formula": "C9H15LiO8", "method": "ωB97M-V/def2-TZVPD", "elements": ["H", "O", "O", "C", "O", "H", "C", "H", "C", "H", "H", "H", "H", "H", "H", "C", "H", "H", "O", "H", "O", "C", "C", "C", "H", "C", "H", "Li", "O", "O", "O", "H", "C"], "coordinates": [[-5.001849, 1.565984, 0.842824], [6.647071, -1.389446, -3.088366], [-2.534119, -1.873656, 3.254484], [5.529641, -1.552206, -2.454776], [1.718891, 1.038274, 2.992264], [-1.415679, -3.090136, -1.781696], [-4.958879, 2.515384, 0.309074], [3.488471, -4.043136, -1.083046], [3.691031, -0.475436, -1.543036], [2.539761, 0.556104, 2.892714], [-3.681569, 3.965154, -0.405706], [-4.002259, 4.176464, 1.969834], [1.879191, 1.876934, 2.559614], [-2.492889, -3.985186, -2.356486], [5.343471, 0.595214, -2.342066], [-3.584649, 3.056824, 0.188974], [-5.455649, 2.476394, -0.660366], [-2.913079, 2.838124, 2.266314], [1.936351, -1.884196, -0.726516], [-2.301019, 4.263724, 1.439694], [3.069241, 0.561934, -1.309436], [4.968891, -0.392846, -2.118836], [3.042271, -1.923716, -1.189736], [3.873241, -3.093546, -1.424566], [-3.110799, -2.512256, 2.835144], [5.058571, -2.947896, -2.034446], [-5.704379, 3.125624, 0.818924], [-0.898759, 0.069724, 1.382804], [5.782591, -4.089546, -2.114596], [-2.657269, 2.149894, -0.386396], [-2.081769, -3.127996, -2.468066], [-2.603939, -2.065046, 4.189754], [-3.170139, 3.614504, 1.545724]], "atomic_forces_ev_per_a": [[0.20, -0.36, -0.30], [-0.79, -1.86, 0.24], [0.20, 0.24, -0.17], [5.69, -0.83, -2.48], [-0.55, -0.07, 0.30], [0.46, 0.14, 0.09], [-2.03, -0.52, -0.26], [0.14, -0.22, -0.08], [0.46, 0.12, -0.14], [0.22, -0.25, -0.27], [0.06, 0.47, -0.70], [-0.01, 0.33, 0.16], [0.07, 0.20, -0.28], [-0.05, -0.20, -0.01], [0.29, -0.22, -0.20], [2.15, -0.97, -0.21], [0.33, -0.82, -0.36], [0.03, -0.36, 0.02], [-3.05, -0.38, 1.47], [0.07, 0.04, 0.04], [-1.55, 0.42, 0.87], [-3.67, 0.65, 1.84], [3.43, 0.50, -1.44], [-3.53, 2.29, 1.12], [-0.14, -0.12, -0.24], [3.39, -4.51, -0.16], [0.27, 0.70, 0.62], [-0.05, 0.57, -0.69], [-1.09, 4.02, -0.62], [-1.02, 0.76, 1.43], [-0.32, 0.05, -0.11], [0.08, 0.04, 0.24], [0.32, 0.14, 0.27]], "mulliken_charge": [0.25, -0.80, -0.57, 0.42, -0.65, 0.33, -1.30, 0.39, 0.59, 0.33, 0.09, 0.35, 0.33, 0.30, 0.39, 0.48, 0.33, 0.21, -0.70, 0.27, -0.77, -0.58, 0.34, -0.72, 0.30, 0.31, 0.39, 0.83, -0.83, -0.80, -0.62, 0.29, -1.15], "total_charge": -2, "e_homo_ev": -0.078, "lumo_energy_ev": 2.79}


{"formula": "C9H15N2", "method": "ωB97M-V/def2-TZVPD", "elements": ["H", "H", "H", "H", "N", "H", "C", "C", "H", "C", "H", "H", "C", "N", "H", "H", "C", "H", "C", "H", "H", "C", "H", "C", "H", "C"], "coordinates": [[0.525939, 0.315647, 3.231031], [1.028997, 2.711291, -1.428421], [0.425876, 3.230280, 0.584700], [-1.324280, -1.760181, -2.532404], [-1.245174, -2.258941, 0.545820], [-1.799201, -2.522146, -0.256892], [-0.936769, -0.733289, -2.442968], [0.006317, 2.341143, -1.628371], [0.447777, -1.554861, 2.731600], [0.320918, 1.066516, 0.503273], [-0.974889, -0.052019, -3.392372], [-1.050842, -3.114733, 1.089258], [-0.024310, -1.437805, 0.181163], [0.995413, -2.372772, -0.097366], [-0.672018, 3.034331, -1.181043], [-0.261034, 2.097462, -2.623557], [-0.161386, 1.077546, -0.792917], [1.150435, -2.339245, -1.164936], [0.834336, 2.336335, 1.181300], [1.865181, 2.363385, 1.145232], [1.882705, -2.151101, 0.386012], [0.258944, -0.221240, 1.219200], [-1.810849, -1.720815, 1.280696], [-0.408485, -0.203591, -1.330737], [0.507675, 2.367487, 2.297776], [0.418721, -0.498686, 2.494926]], "atomic_forces_ev_per_a": [[0.05, -0.89, -0.19], [-0.40, -0.11, -0.71], [0.66, -1.17, 1.43], [0.33, 0.62, -0.02], [-1.20, 1.15, 2.74], [-0.37, 0.07, -0.30], [-0.61, 0.49, -3.56], [0.05, -1.59, 1.81], [0.06, 0.16, 0.80], [1.29, -1.10, 6.02], [-0.11, -1.53, 1.75], [0.69, 0.06, -0.65], [-0.19, 4.38, -1.44], [1.13, 0.61, -2.21], [-0.54, 0.94, -0.16], [0.12, 0.36, -1.09], [-0.26, -1.83, -5.14], [0.12, -0.42, 2.32], [-3.80, 0.03, 0.36], [2.38, 0.17, 0.03], [-0.72, -0.14, -0.53], [-0.48, 0.36, -4.80], [0.42, -0.44, -1.71], [0.63, -0.40, 5.11], [0.50, 0.15, -1.98], [0.28, 0.09, 2.12]], "mulliken_spin": [0.01, 0.02, 0.01, 0.01, -0.01, 0.00, 0.59, 0.00, 0.01, 0.53, 0.01, 0.00, 0.02, -0.01, 0.02, 0.00, 0.46, 0.00, -0.03, 0.04, 0.00, -0.01, 0.00, -0.05, 0.03, 0.37], "e_above_lowest_kj_mol": 124.3, "total_charge": 1, "e_homo_ev": [-9.370, -13.409], "spin_multiplicity": 3, "lumo_energy_ev": [-3.09, -5.78]}


{"formula": "C9H15N2P", "method": "ωB97M-V/def2-TZVPD", "elements": ["H", "C", "C", "C", "N", "C", "C", "C", "H", "H", "C", "C", "H", "H", "H", "H", "P", "H", "H", "H", "H", "N", "H", "C", "H", "H", "H"], "coordinates": [[4.611169, -0.172470, 0.408037], [-0.445627, 0.313581, -0.206106], [-0.500391, -2.009817, 0.703609], [-1.977999, -2.123937, 0.594459], [1.555428, -1.081552, 0.495226], [-0.425052, 3.108789, 0.026357], [2.376986, 1.089737, 0.065813], [-2.628757, -0.777230, 0.304927], [0.185280, 0.741718, -0.993537], [-2.625847, -0.174200, 1.220188], [-1.828087, -0.036718, -0.755693], [3.811774, -0.883835, 0.207234], [3.970911, -1.337504, -0.773092], [-1.722611, -0.656653, -1.650275], [-3.663404, -0.916855, -0.016077], [0.492313, 3.002154, -0.545592], [-0.637894, 1.635365, 1.121442], [-2.345612, 0.884605, -1.042754], [3.803759, -1.672228, 0.954773], [-0.363107, 3.998373, 0.648293], [-2.216305, -2.836962, -0.206783], [2.520672, -0.185402, 0.229640], [0.039247, -2.881737, 1.038223], [0.244377, -0.908987, 0.353061], [3.331882, 1.596490, -0.104504], [-1.272611, 3.208432, -0.649894], [-2.382427, -2.558202, 1.515773]], "atomic_forces_ev_per_a": [[-0.11, -0.03, -0.02], [0.18, 0.26, -0.03], [-0.28, -0.69, 0.18], [-0.09, 0.22, 0.04], [-0.62, -1.54, 0.58], [-0.10, -0.24, 0.30], [-1.16, 0.88, -0.01], [-0.15, -0.11, -0.08], [-0.10, -0.05, 0.22], [-0.17, -0.08, -0.10], [-0.12, 0.08, 0.13], [0.50, -0.19, -0.09], [-0.07, 0.01, 0.06], [-0.06, -0.02, -0.09], [0.01, 0.03, 0.10], [0.10, -0.01, -0.04], [0.54, 0.14, -0.29], [0.06, -0.10, -0.07], [0.00, 0.05, 0.02], [-0.04, 0.12, -0.02], [0.02, -0.02, 0.04], [0.98, 0.66, -0.29], [0.18, -0.07, 0.09], [0.23, 1.12, -0.56], [0.32, -0.43, 0.10], [-0.10, 0.06, -0.10], [0.04, -0.04, -0.07]], "mulliken_charge": [0.33, 0.43, -0.78, -0.64, -0.60, -0.94, -0.28, -0.81, 0.61, 0.34, -0.91, -0.85, 0.29, 0.36, 0.35, 0.25, 0.07, 0.30, 0.29, 0.35, 0.32, 0.30, 0.44, -0.02, 0.12, 0.30, 0.40], "e_above_lowest_kj_mol": 281.0, "e_homo_ev": [-7.934, -7.103], "lumo_energy_ev": [-0.13, -0.79]}


{"formula": "C9H15N3O3", "method": "ωB97M-V/def2-TZVPD", "elements": ["H", "H", "C", "H", "H", "H", "H", "H", "N", "C", "O", "H", "H", "C", "C", "H", "H", "C", "C", "N", "O", "H", "C", "C", "O", "H", "N", "H", "H", "C"], "coordinates": [[8.774055, 6.666575, 6.661296], [4.492957, 4.101976, 7.798301], [6.926610, 5.261828, 7.593862], [9.161456, 4.964801, 6.115883], [9.615659, 4.329370, 11.118038], [5.312741, 5.029087, 15.971723], [10.146590, 5.705085, 7.405270], [11.496658, 4.771602, 16.243645], [4.554218, 4.756746, 12.942490], [10.566191, 6.580728, 15.732747], [6.431785, 5.594467, 6.523381], [4.433337, 5.843216, 8.223182], [8.015723, 4.844934, 10.522283], [8.356401, 4.977601, 12.613872], [5.075677, 5.777070, 15.220057], [5.826485, 6.592948, 15.116579], [4.532758, 4.595754, 9.568045], [10.510221, 5.204083, 16.054514], [4.766370, 5.185744, 13.950242], [8.016491, 4.902610, 13.675406], [6.253309, 4.977240, 8.693298], [9.249491, 6.015587, 10.920998], [8.831318, 5.085068, 11.227262], [9.126144, 5.668445, 6.951906], [8.203405, 5.286951, 8.018806], [9.832863, 5.002033, 16.866774], [10.666494, 7.665461, 15.397655], [10.014638, 4.751055, 15.140952], [4.220048, 6.312222, 15.577600], [4.804626, 4.863396, 8.523451]], "atomic_forces_ev_per_a": [[0.57, -0.32, -0.43], [0.42, 0.15, 0.21], [-0.75, 1.41, -0.08], [-0.42, 0.10, 0.20], [-0.13, 0.04, -0.17], [0.41, 0.06, -0.11], [-0.98, 0.08, -0.22], [-0.23, 0.11, -0.09], [-0.95, -1.75, -4.02], [0.42, 0.57, 0.12], [1.42, -0.93, 1.35], [-0.18, -0.16, 0.09], [0.33, 0.04, 0.41], [1.47, 0.96, -4.45], [0.45, 1.10, 0.51], [-0.04, -1.04, 0.05], [-0.40, 0.22, -0.94], [-0.82, -1.79, -1.30], [0.99, 1.47, 3.24], [-1.28, -0.37, 4.06], [-1.33, -0.88, -0.40], [0.15, 0.91, 0.33], [-0.58, -1.57, -0.12], [0.42, 0.60, 0.93], [0.74, -0.38, -1.98], [-0.10, 0.00, 0.45], [-0.03, 1.06, -0.24], [0.73, 0.03, 1.05], [-0.82, 0.15, 0.22], [0.52, 0.12, 1.32]], "mulliken_charge": [0.33, 0.29, 0.71, 0.28, 0.27, 0.25, 0.20, 0.28, -0.36, 0.33, -0.58, 0.31, 0.12, 0.31, -0.85, 0.24, 0.18, -0.59, 0.35, -0.35, -0.25, 0.33, -0.63, -0.67, -0.21, 0.23, -0.39, 0.12, 0.35, -0.62], "e_above_lowest_kj_mol": 221.9, "e_homo_ev": -11.126, "smiles": "COC(=O)OC.CC#N.CC#N.CC#N", "lumo_energy_ev": 0.63}


Number 1: molecular weight 258.2 g mol⁻¹. Number 2: molecular weight 151.2 g mol⁻¹. Number 3: molecular weight 182.2 g mol⁻¹. Number 4: molecular weight 213.2 g mol⁻¹.